*w*
The following is a quantum chemistry calculation of a 6-piece molecular cluster, H12O6 overall, from the OMol25 dataset.

Calculated values
LUMO = 0.127 eV
HOMO-LUMO gap = 11.17 eV
Charge = 0

Each line ends with the Mulliken charge.
Element x y z (Å)
O 1.895 -1.107 1.981  -0.664
H 1.189 -0.995 2.623  0.290
H 1.659 -1.901 1.488  0.322
O -1.260 -2.431 0.844  -0.621
H -1.120 -1.978 1.679  0.268
H -0.815 -1.865 0.194  0.387
O -1.999 2.656 -1.127  -0.634
H -1.114 2.909 -0.850  0.308
H -2.360 3.449 -1.538  0.312
O 3.839 0.093 0.151  -0.640
H 3.164 -0.190 0.783  0.355
H 4.557 0.429 0.694  0.316
O 0.231 -0.300 -0.360  -0.601
H 0.588 0.554 -0.100  0.278
H -0.202 -0.144 -1.211  0.310
O -2.645 0.001 -2.015  -0.648
H -2.632 0.962 -2.111  0.346
H -2.973 -0.143 -1.122  0.317

*x*
The following is a quantum chemistry calculation of a 6-piece molecular cluster, H12O6 overall, from the OMol25 dataset.

Calculated values
LUMO = -0.052 eV
HOMO-LUMO gap = 10.45 eV
Charge = 0

Each line ends with the Mulliken charge.
Element x y z (Å)
O 0.515 2.282 -1.581  -0.653
H 0.365 2.032 -0.654  0.396
H 0.673 1.597 -2.225  0.275
O -1.833 -1.533 -1.629  -0.635
H -2.736 -1.463 -1.998  0.306
H -1.957 -1.062 -0.754  0.356
O 0.690 0.861 0.614  -0.816
H 1.040 0.155 0.064  0.415
H -0.248 0.659 0.708  0.463
O 2.323 -0.782 -0.789  -0.617
H 3.133 -0.469 -0.356  0.316
H 2.679 -0.972 -1.583  0.252
O -2.135 0.467 0.826  -0.656
H -2.697 0.958 0.256  0.304
H -2.755 0.035 1.413  0.289
O 1.329 -1.047 2.635  -0.653
H 0.547 -1.159 3.189  0.281
H 1.068 -0.557 1.864  0.378

Energy comparison, zero being the most stable, in eV: *w* 0.000; *x* 0.481.

*w*
The following is a quantum chemistry calculation of a 2-piece molecular cluster, C4H8N overall, from the OMol25 dataset.

Calculated values
LUMO (alpha / beta) = -5.927 / -4.539 eV
HOMO-LUMO gap (alpha / beta) = 7.33 / 9.41 eV
Charge = +1

Each line ends with the Mulliken charge.
Element x y z (Å)
C -0.644 -1.513 0.253  -0.221
C 0.553 -1.005 0.078  0.530
C 1.958 -0.817 -0.171  -0.884
C -1.494 1.850 -0.457  -0.663
N -0.467 -0.151 0.655  -0.382
H -1.437 -2.237 0.288  0.379
H 2.385 -1.831 -0.365  0.302
H 2.368 -0.246 0.667  0.335
H 2.136 -0.161 -1.093  0.315
H -1.962 1.704 0.452  0.328
H -0.669 2.625 -0.535  0.290
H -1.922 1.613 -1.359  0.351
H -0.806 0.168 1.588  0.320

*x*
The following is a quantum chemistry calculation of an isolated ion of composition C4H8N and charge +1, from the OMol25 dataset.

Calculated values
LUMO = -6.620 eV
HOMO-LUMO gap = 7.30 eV
Charge = +1

Each line ends with the Mulliken charge.
Element x y z (Å)
C -2.259 -0.010 -0.057  -0.779
C -0.933 0.460 0.074  -0.003
C 0.151 0.628 0.794  0.245
N 1.305 -0.011 0.588  -0.206
C 1.747 -0.440 -0.756  -0.705
H -2.196 -0.954 -0.617  0.308
H -2.676 -0.163 0.944  0.318
H -2.866 0.675 -0.643  0.340
H 2.579 0.168 -1.102  0.292
H 0.211 1.330 1.626  0.371
H 1.983 0.100 1.322  0.248
H 2.044 -1.474 -0.738  0.296
H 0.909 -0.311 -1.435  0.275

Energy comparison, zero being the most stable, in eV: *w* 2.497; *x* 0.000.

*w*
The following is a quantum chemistry calculation of an isolated ion of composition C4H8N and charge +1, from the OMol25 dataset.

Calculated values
LUMO = -6.783 eV
HOMO-LUMO gap = 9.02 eV
Charge = +1

Each line ends with the Mulliken charge.
Element x y z (Å)
C -0.394 0.230 -1.007  -0.087
C -1.533 0.317 -0.063  -1.120
C 1.195 -0.835 0.721  -0.265
C 0.905 0.149 -0.430  -0.038
N 0.900 0.529 0.914  -0.390
H -0.624 0.281 -2.028  0.481
H -1.736 1.340 -0.034  0.362
H -1.342 0.054 0.974  0.362
H -2.307 -0.420 -0.292  0.405
H 0.488 -1.637 1.020  0.273
H 2.307 -1.195 0.610  0.291
H 1.817 0.460 -1.000  0.434
H 1.780 0.958 1.040  0.292

*x*
The following is a quantum chemistry calculation of an isolated ion of composition C4H8N and charge +1, from the OMol25 dataset.

Calculated values
LUMO = -5.540 eV
HOMO-LUMO gap = 8.85 eV
Charge = +1

Each line ends with the Mulliken charge.
Element x y z (Å)
C -0.192 -0.121 2.506  -0.097
N 0.299 -0.052 1.301  -0.044
C -0.447 -0.142 0.010  -0.003
C 0.351 0.206 -1.092  -0.110
C -0.034 0.014 -2.521  -1.129
H 0.478 0.219 3.351  0.266
H -1.239 -0.324 2.520  0.261
H 1.056 0.589 1.377  0.305
H -1.498 -0.470 -0.045  0.345
H 1.373 0.627 -0.916  0.243
H -0.071 1.031 -2.945  0.306
H -0.981 -0.421 -2.845  0.351
H 0.721 -0.629 -3.024  0.307

*y*
The following is a quantum chemistry calculation of a 2-piece molecular cluster, C4H8N overall, from the OMol25 dataset.

Calculated values
LUMO (alpha / beta) = -7.263 / -7.577 eV
HOMO-LUMO gap (alpha / beta) = 6.93 / 6.44 eV
Charge = +1

Each line ends with the Mulliken charge.
Element x y z (Å)
C -0.538 -0.624 0.306  0.425
C 0.550 -1.664 0.259  -0.359
C -1.887 -0.343 0.771  -0.849
C 1.571 1.982 -1.044  -0.160
N 0.602 -0.245 -0.049  -0.328
H 0.737 -2.169 1.210  0.263
H 0.785 -2.145 -0.715  0.227
H -2.588 -0.346 -0.176  0.300
H -2.022 0.789 0.916  0.307
H -2.208 -1.137 1.561  0.292
H 2.367 2.409 -0.457  0.285
H 0.597 2.283 -0.947  0.305
H 2.033 1.208 -1.635  0.291

Energy comparison, zero being the most stable, in eV: *w* 1.644; *x* 0.000; *y* 4.206.

*w*
The following is a quantum chemistry calculation of a 3-piece molecular cluster, C2H10O2S overall, from the OMol25 dataset.

Calculated values
LUMO = 0.589 eV
HOMO-LUMO gap = 9.67 eV
Charge = 0

Each line ends with the Mulliken charge.
Element x y z (Å)
C 2.022 0.268 0.344  -0.916
C 0.782 -0.509 -0.226  -0.114
S 0.314 -1.839 1.075  -0.222
H 3.057 -0.247 0.211  0.282
H 2.094 0.560 1.508  0.260
H 2.190 1.278 -0.108  0.304
H -0.146 0.025 -0.243  -0.115
H 1.003 -0.902 -1.163  0.422
H 0.907 -2.849 0.435  0.117
O -1.974 1.536 1.002  -0.596
H -2.690 0.950 1.112  0.322
H -1.606 1.530 1.818  0.270
O -2.292 -0.133 -2.013  -0.626
H -1.475 -0.115 -2.486  0.309
H -2.187 0.448 -1.265  0.304

*x*
The following is a quantum chemistry calculation of a 3-piece molecular cluster, C2H10O2S overall, from the OMol25 dataset.

Calculated values
LUMO = 0.862 eV
HOMO-LUMO gap = 9.70 eV
Charge = 0

Each line ends with the Mulliken charge.
Element x y z (Å)
C 1.830 0.500 0.675  -0.975
C 1.320 -0.560 1.620  -0.404
S -0.214 -1.377 1.068  -0.216
H 1.071 1.208 0.339  0.312
H 2.313 0.087 -0.222  0.291
H 2.550 1.187 1.133  0.305
H 2.067 -1.351 1.726  0.284
H 1.068 -0.137 2.597  0.299
H 0.255 -2.007 -0.013  0.103
O 1.465 3.634 -2.633  -0.638
H 0.852 3.409 -3.356  0.321
H 1.545 4.603 -2.693  0.319
O -3.809 -1.226 -1.031  -0.631
H -3.879 -0.971 -0.099  0.317
H -4.601 -1.753 -1.177  0.312

*y*
The following is a quantum chemistry calculation of a 3-piece molecular cluster, C2H10O2S overall, from the OMol25 dataset.

Calculated values
LUMO = 0.738 eV
HOMO-LUMO gap = 9.43 eV
Charge = 0

Each line ends with the Mulliken charge.
Element x y z (Å)
C -0.074 -0.512 0.951  -0.836
S 1.557 -0.434 0.161  -0.119
C 1.705 -1.913 -0.859  -0.790
H -0.850 -0.282 0.227  0.224
H 0.007 0.343 1.606  0.268
H -0.305 -1.380 1.539  0.414
H 2.458 -2.583 -0.452  0.284
H 0.761 -2.427 -0.995  0.283
H 2.011 -1.618 -1.854  0.282
O -0.940 1.926 -1.186  -0.686
H -0.233 1.272 -1.297  0.295
H -0.590 2.677 -0.698  0.337
O -2.907 1.065 0.801  -0.625
H -2.446 1.310 -0.023  0.358
H -3.826 1.199 0.537  0.312

Energy comparison, zero being the most stable, in eV: *w* 0.886; *x* 0.174; *y* 0.000.

*w*
The following is a quantum chemistry calculation of a 2-piece molecular cluster, C4H4N2 overall, from the OMol25 dataset.

Calculated values
LUMO (alpha / beta) = -1.710 / -1.709 eV
HOMO-LUMO gap (alpha / beta) = 7.14 / 7.15 eV
Charge = 0

Each line ends with the Mulliken charge.
Element x y z (Å)
N -1.158 -0.746 -0.382  -0.208
C -0.278 -0.624 0.564  -0.660
C 1.076 -0.294 0.328  -0.213
C 2.266 -0.156 0.195  0.476
C -0.717 1.937 0.088  -0.149
N -0.805 1.874 -1.087  -0.598
H -1.024 -0.112 -1.189  0.404
H -2.117 -0.945 -0.128  0.256
H -0.556 -0.941 1.566  0.290
H 3.312 0.007 0.045  0.402

*x*
The following is a quantum chemistry calculation of a single C4H4N2 molecule, from the OMol25 dataset.

Calculated values
LUMO (alpha / beta) = -0.470 / -0.471 eV
HOMO-LUMO gap (alpha / beta) = 8.14 / 8.14 eV
Charge = 0

Each line ends with the Mulliken charge.
Element x y z (Å)
C 1.217 0.381 -0.675  0.515
C 1.354 -0.865 -0.266  -0.538
N 0.013 -1.427 -0.121  -0.434
C -0.908 -0.578 0.094  0.026
C -0.616 0.959 0.195  -0.369
N 0.313 1.201 -0.907  -0.488
H 2.205 -1.420 0.089  0.363
H -1.919 -0.936 0.283  0.366
H -0.156 1.096 1.187  0.256
H -1.503 1.588 0.120  0.304

*y*
The following is a quantum chemistry calculation of a single C4H4N2 molecule, from the OMol25 dataset.

Calculated values
LUMO = 0.729 eV
HOMO-LUMO gap = 10.33 eV
Charge = 0

Each line ends with the Mulliken charge.
Element x y z (Å)
N -1.094 2.676 -0.375  -0.401
C -0.582 1.772 0.139  0.315
C 0.035 0.599 0.758  -0.406
C 1.335 0.034 0.214  -0.421
C 0.268 -0.633 -0.068  0.198
N -0.389 -1.685 -0.659  -0.522
H -0.237 0.491 1.809  0.335
H 2.398 0.196 0.136  0.372
H -0.416 -1.632 -1.667  0.271
H -1.317 -1.818 -0.286  0.259

Energy comparison, zero being the most stable, in eV: *w* 2.288; *x* 0.952; *y* 0.000.

*w*
The following is a quantum chemistry calculation of a single C4H5NS molecule, from the OMol25 dataset.

Calculated values
LUMO = 0.857 eV
HOMO-LUMO gap = 10.02 eV
Charge = 0

Each line ends with the Mulliken charge.
Element x y z (Å)
C 2.159 -1.998 -0.555  0.146
C 1.122 -1.496 -0.227  -0.487
C -0.180 -0.891 0.109  -0.462
C -0.209 0.647 0.209  -0.135
N -1.326 1.213 0.022  -0.370
S -1.349 2.984 0.212  -0.165
H 3.126 -2.369 -0.795  0.422
H -0.464 -1.170 1.156  0.225
H -0.944 -1.106 -0.605  0.285
H 0.782 1.110 0.371  0.374
H -2.718 3.077 0.103  0.168

*x*
The following is a quantum chemistry calculation of a single C4H5NS molecule, from the OMol25 dataset.

Calculated values
LUMO = 0.790 eV
HOMO-LUMO gap = 9.13 eV
Charge = 0

Each line ends with the Mulliken charge.
Element x y z (Å)
C -1.183 0.769 -0.391  -0.636
C 0.083 0.906 -0.142  0.044
C 1.269 1.304 0.222  -0.274
S 2.821 0.523 -0.021  0.035
N 2.381 -1.101 -0.253  -0.467
C 1.207 -1.472 0.022  -0.026
H -1.780 0.124 0.265  0.254
H -1.746 0.919 -1.400  0.217
H 1.543 2.116 0.737  0.406
H 0.276 -1.025 0.487  0.159
H 0.892 -2.459 -0.217  0.287

Energy comparison, zero being the most stable, in eV: *w* 0.000; *x* 0.977.